Arrangement a

19
Properties=species:S:1:pos:R:3 method="wB97M-V/def2-TZVPD" smiles=C1CCOC1.CO mol_weight_g_mol=104.149 orbital_gap_ev=10.52
C -0.80118 0.45596 -0.72180
C 0.34635 0.51798 0.70769
C -0.68893 0.34130 1.78185
O -1.86253 0.97025 1.33826
C -2.11534 0.44397 0.05584
H -0.63045 1.40905 -1.22764
H -0.94058 -0.26064 -1.57888
H 0.71261 1.52490 0.55975
H 1.23498 -0.06777 1.04211
H -0.39316 0.77515 2.73978
H -0.85740 -0.74352 1.93781
H -2.49382 -0.59057 0.14513
H -2.90717 1.05319 -0.39050
C 2.23810 -0.95969 -1.16734
O 1.13096 -1.49430 -0.49080
H 3.08757 -0.81505 -0.48098
H 2.04023 0.01557 -1.64898
H 2.50766 -1.68373 -1.93755
H 0.39211 -0.89205 -0.66375

***

Arrangement b

19
Properties=species:S:1:pos:R:3 method="wB97M-V/def2-TZVPD" smiles="C=C(C)CO.CO" mol_weight_g_mol=104.149 orbital_gap_ev=9.79
C 0.37726 -0.76633 1.00109
C -0.83102 -0.36011 0.59577
C -1.78322 -1.26563 -0.13787
C -1.34604 0.99539 1.05658
O -0.32948 1.91023 1.39315
H 0.83375 -1.68905 0.64697
H 0.99393 -0.13843 1.63778
H -2.41346 -0.75003 -0.87175
H -2.45083 -1.71547 0.60555
H -1.25981 -2.08092 -0.64919
H -2.04237 1.42372 0.31265
H -1.92686 0.83199 1.97137
H 0.32098 1.91463 0.67090
C 2.30873 0.26287 -1.54530
O 1.32321 0.68538 -0.63728
H 2.17846 -0.76431 -1.91594
H 2.32669 0.94454 -2.39760
H 3.28128 0.31035 -1.03840
H 0.43880 0.25121 -0.69847

***

Arrangement c

19
Properties=species:S:1:pos:R:3 method="wB97M-V/def2-TZVPD" smiles="CC/C=C/CO.O" mol_weight_g_mol=104.149 orbital_gap_ev=8.48
C -1.46289 -1.31652 2.80064
C -0.95422 -0.14153 1.88016
C -0.12917 -0.44101 0.73394
C 0.59471 0.32923 -0.14027
C 2.07718 0.03043 0.24288
O 2.77331 0.49680 -1.07599
H -2.41642 -1.73427 2.23583
H -1.92794 -0.89659 3.86106
H -0.76703 -2.16838 3.12716
H -0.81742 0.63676 2.57438
H -1.93523 0.20043 1.31951
H 0.14905 -1.49096 0.80516
H 0.47250 1.17991 -0.83335
H 2.06784 -1.04488 0.11453
H 2.72788 0.34083 1.09072
H 3.62837 0.10923 -1.18774
O -2.36907 1.05092 -3.86856
H -3.09337 0.41424 -3.74072
H -2.07577 1.30825 -2.91415

***

Arrangement d

19
Properties=species:S:1:pos:R:3 method="wB97M-V/def2-TZVPD" smiles="CC/C=C/CO.O" mol_weight_g_mol=104.149 orbital_gap_ev=9.40
C -3.10591 -0.28490 -0.45410
C -1.97959 0.71152 -0.19321
C -0.95050 0.29010 0.85366
C 0.35435 0.57947 0.86793
C 1.59574 -0.24602 1.07485
O 2.67983 0.39202 0.45943
H -4.07525 0.19684 -0.34788
H -3.08516 -1.09239 0.27140
H -3.04216 -0.70044 -1.45657
H -2.34191 1.64487 0.27551
H -1.54386 1.00010 -1.14668
H -1.39644 -0.45326 1.52280
H 0.67899 1.61642 0.71066
H 1.36344 -1.24043 0.68205
H 1.84024 -0.39592 2.14079
H 3.51115 -0.06147 0.61489
O 1.16237 -1.07295 -2.05264
H 0.27377 -1.35575 -1.78949
H 1.10663 -0.13198 -1.83600

***

Name the most stable of them. arrangement b.